{
  "formula": "C3H5N2P",
  "method": "ωB97M-V with the def2-TZVPD basis set",
  "mol_weight_g_mol": 100.061,
  "homo_ev": [-7.42, -7.42],
  "energy_ha": -568.02700,
  "gap_ev": [7.96, 7.96],
  "de_lowest_kcal_mol": 81.20,
  "species": ["P", "N", "N", "C", "C", "C", "H", "H", "H", "H", "H"],
  "xyz": [[-2.058, 0.586, 0.051], [2.093, 0.466, -0.054], [-0.433, 0.430, 0.237], [0.143, -0.602, 0.696], [2.352, 1.601, -0.255], [1.529, -0.596, 0.448], [2.072, -1.496, 0.627], [2.552, 2.418, -0.851], [-2.148, 1.589, 1.013], [-2.334, -0.437, 1.030], [-0.506, -1.414, 1.038]],
  "nbo_charge": [0.570, -0.188, -0.812, 0.081, 0.146, -0.248, 0.211, 0.226, -0.055, -0.108, 0.177]
}